Model one:
Molecular formula: C2H2N2O3
Method: DFT, ωB97M-V/def2-TZVPD

M: 102.05 g mol⁻¹
SMILES: O=c1[nH]c(O)no1
highest occupied orbital energy: -9.74 eV

CARTESIAN COORDINATES (ANGSTROEM)
C1 -0.6688 -0.5034 -0.5689
C2 0.7068 0.7644 0.5453
H1 -1.8645 -1.6883 -1.3664
H2 -0.8830 1.6285 -0.5713
N1 0.1372 -1.3575 -0.0462
N2 -0.3487 0.7916 -0.2833
O1 -1.7828 -0.7571 -1.2717
O2 0.9948 -0.5900 0.6967
O3 1.2880 1.6541 1.1232

Results of the natural (NBO) charge analysis, in e, for atoms 1 through 5: atom 1 (C): 0.613, atom 2 (C): 0.843, atom 3 (H): 0.506, atom 4 (H): 0.449, atom 5 (N): -0.221

=====

Model two:
Molecular formula: C2H2N2O3
Method: DFT, ωB97M-V/def2-TZVPD

M: 102.05 g mol⁻¹
highest occupied orbital energy: -9.05 eV

CARTESIAN COORDINATES (ANGSTROEM)
C1 -1.0141 0.6993 -0.1473
C2 1.4491 -0.9516 0.0323
O1 -1.5123 0.1464 0.9492
N1 1.2017 0.5731 -1.0708
N2 0.2930 0.0384 -0.4572
O2 -1.4960 1.5303 -0.8458
O3 1.9339 -0.8693 1.1139
H1 -2.3684 0.5515 1.1603
H2 1.5130 -1.7181 -0.7346

Results of the natural (NBO) charge analysis, in e, for atoms 1 through 5: atom 1 (C): 0.868, atom 2 (C): 0.494, atom 3 (O): -0.650, atom 4 (N): -0.084, atom 5 (N): -0.246

=====

Energy relative to the most stable one, in eV: model one 0.000; model two 2.704

=====

Model one:
Molecular formula: C4H5NO3
Method: DFT, ωB97M-V/def2-TZVPD

M: 115.09 g mol⁻¹
SMILES: O=C1NO[C@H]2C[C@@H]2O1
highest occupied orbital energy: -9.99 eV

CARTESIAN COORDINATES (ANGSTROEM)
C1 1.8072 -0.1468 0.0375
C2 -0.6152 0.3616 0.4376
C3 -1.8316 -0.4728 -0.0983
C4 -0.2972 -0.8322 -0.2768
H1 1.7402 1.9371 0.2946
H2 -0.6369 -0.0269 1.5830
H3 -2.7698 -1.1054 0.5834
H4 -2.2755 -0.1659 -1.1935
H5 -0.1761 -0.4811 -1.3083
N1 1.2307 1.2117 -0.1077
O1 3.0502 -0.3883 -0.0635
O2 -0.1556 1.4406 -0.0622
O3 0.9296 -1.3315 0.1742

Results of the natural (NBO) charge analysis, in e, for atoms 1 through 5: atom 1 (C): 0.837, atom 2 (C): 0.039, atom 3 (C): -0.401, atom 4 (C): -0.001, atom 5 (H): 0.404

=====

Model two:
Molecular formula: C4H5NO3
Method: DFT, ωB97M-V/def2-TZVPD

M: 115.09 g mol⁻¹
SMILES: COc1cnc(O)o1
highest occupied orbital energy: -7.52 eV

CARTESIAN COORDINATES (ANGSTROEM)
C1 1.4419 2.1372 -0.8507
C2 0.7926 -0.1014 0.0535
C3 0.5903 -1.1055 1.0250
C4 -1.2695 -0.6668 0.2340
H1 2.4971 2.1717 -1.3285
H2 1.0044 2.8905 -0.1522
H3 0.6892 1.9309 -1.7797
H4 1.1766 -1.8439 1.6007
H5 -2.5539 0.3616 -0.7723
N1 -0.6547 -1.4769 1.0598
O1 1.7894 0.8185 -0.2832
O2 -2.3793 -0.5342 -0.2561
O3 -0.3554 0.1215 -0.4304

Results of the natural (NBO) charge analysis, in e, for atoms 1 through 5: atom 1 (C): -0.281, atom 2 (C): 0.517, atom 3 (C): -0.187, atom 4 (C): 0.712, atom 5 (H): 0.234

=====

Model three:
Molecular formula: C4H5NO3
Method: DFT, ωB97M-V/def2-TZVPD

M: 115.09 g mol⁻¹
highest occupied orbital energy: -7.48 eV

CARTESIAN COORDINATES (ANGSTROEM)
C1 -1.3681 -0.1997 -0.1275
C2 -0.4548 -1.2155 -0.0656
C3 0.8553 -0.7160 0.0435
C4 0.6328 0.7077 -0.0918
H1 -3.1287 -0.7919 0.2342
H2 -0.5518 -2.3125 0.1639
H3 2.7165 -0.5526 -0.4018
H4 1.4381 2.1215 -0.7102
H5 -1.1959 1.5201 1.1577
N1 -0.7179 0.8893 -0.2278
O1 -2.6847 0.0091 0.0686
O2 2.0994 -1.4466 0.0826
O3 1.5549 1.7289 0.1738

Results of the natural (NBO) charge analysis, in e, for atoms 1 through 5: atom 1 (C): 0.396, atom 2 (C): -0.419, atom 3 (C): 0.222, atom 4 (C): 0.210, atom 5 (H): 0.487

=====

Model four:
Molecular formula: C4H5NO3
Method: DFT, ωB97M-V/def2-TZVPD

M: 115.09 g mol⁻¹
SMILES: C1=NO[C@H]2CO[C@@H]1O2
highest occupied orbital energy: -10.23 eV

CARTESIAN COORDINATES (ANGSTROEM)
C1 -1.2208 0.2603 0.5357
C2 0.0712 -0.8341 -0.8704
C3 0.1652 -0.0492 1.1814
C4 0.8182 0.4659 -1.2785
H1 -1.4265 1.2502 0.2064
H2 -1.9978 -0.0146 1.3335
H3 0.1689 -1.7218 -1.4318
H4 0.2798 -0.2715 2.2982
H5 1.2038 0.4587 -2.2755
N1 1.4607 1.2263 -0.4773
O1 -1.2722 -0.6320 -0.5359
O2 0.6170 -1.1167 0.4177
O3 1.1324 0.9784 0.8965

Results of the natural (NBO) charge analysis, in e, for atoms 1 through 5: atom 1 (C): -0.144, atom 2 (C): 0.304, atom 3 (C): 0.307, atom 4 (C): -0.068, atom 5 (H): 0.205

=====

Energy relative to the most stable one, in eV: model one 3.853; model two 0.240; model three 2.728; model four 0.000

=====

Model one:
Molecular formula: C4H5NO3
Method: DFT, ωB97M-V/def2-TZVPD

M: 115.09 g mol⁻¹
SMILES: C=C(NC=O)C(=O)O
highest occupied orbital energy: -10.00 eV

CARTESIAN COORDINATES (ANGSTROEM)
C1 0.9392 -0.8695 -0.0481
C2 0.7182 0.6605 0.0975
C3 1.6115 1.6557 0.1541
C4 -2.0097 0.5735 0.0095
H1 -0.9570 -1.0376 0.3504
H2 2.8428 1.5381 -0.2135
H3 1.4129 2.8022 -0.1368
H4 -0.6797 2.0468 0.3049
H5 -2.6538 1.5492 0.0925
N1 -0.7030 1.1009 0.0312
O1 -0.1477 -1.6458 0.5797
O2 2.0781 -1.0952 -0.3989
O3 -2.2553 -0.5997 -0.4175

Results of the natural (NBO) charge analysis, in e, for atoms 1 through 5: atom 1 (C): 0.764, atom 2 (C): 0.028, atom 3 (C): -0.422, atom 4 (C): 0.509, atom 5 (H): 0.489

=====

Model two:
Molecular formula: C4H5NO3
Method: DFT, ωB97M-V/def2-TZVPD

M: 115.09 g mol⁻¹
highest occupied orbital energy (alpha / beta): -9.08 / -9.79 eV

CARTESIAN COORDINATES (ANGSTROEM)
C1 0.0298 -0.2655 -1.4834
C2 -1.2919 -0.1592 0.8471
C3 -0.4873 -1.3822 0.9644
C4 -0.5117 -0.5592 -0.2547
N1 1.6015 1.4539 -0.2021
O1 2.3708 1.4495 -1.1131
O2 1.0547 -0.7464 -1.9834
O3 1.3629 2.1177 0.7551
H1 -0.5842 0.6696 -2.0099
H2 -2.3331 0.1362 0.6775
H3 -0.9326 0.8323 1.3890
H4 0.5526 -1.1762 1.4654
H5 -0.8314 -2.3704 0.9481

Results of the natural (NBO) charge analysis, in e, for atoms 1 through 5: atom 1 (C): 0.253, atom 2 (C): -0.483, atom 3 (C): -0.437, atom 4 (C): 0.074, atom 5 (N): 0.520

=====

Model three:
Molecular formula: C4H5NO3
Method: DFT, ωB97M-V/def2-TZVPD

M: 115.09 g mol⁻¹
highest occupied orbital energy: -8.48 eV

CARTESIAN COORDINATES (ANGSTROEM)
C1 -0.1329 1.5636 -0.7912
C2 -0.2464 0.6235 0.0908
C3 -0.3324 -0.7590 2.0021
C4 0.1138 -0.7302 -0.1897
H1 1.1496 1.9839 -2.4491
H2 -0.4773 0.2004 -2.5855
H3 -0.1761 2.6704 -0.5093
H4 -1.2336 -1.4681 2.4261
H5 0.6217 -0.6920 2.8066
N1 -0.0356 1.3401 -2.1711
O1 -0.3766 0.6288 1.4886
O2 0.2232 -1.5229 0.8657
O3 0.6474 -1.1387 -1.2498

Results of the natural (NBO) charge analysis, in e, for atoms 1 through 5: atom 1 (C): 0.008, atom 2 (C): 0.050, atom 3 (C): 0.194, atom 4 (C): 0.702, atom 5 (H): 0.402

=====

Model four:
Molecular formula: C4H5NO3
Method: DFT, ωB97M-V/def2-TZVPD

M: 115.09 g mol⁻¹
highest occupied orbital energy: -8.08 eV

CARTESIAN COORDINATES (ANGSTROEM)
C1 -1.5424 0.9291 -0.1748
C2 0.7844 -0.0304 0.3316
C3 -0.4004 0.0027 -0.4158
O1 2.0238 -0.1802 -0.2700
O2 0.8209 0.7080 1.4927
N1 -0.5546 -1.0737 -1.2423
C4 0.0954 -1.9587 -0.6068
O3 0.3249 -3.0557 -0.2513
H1 2.3364 0.7106 -0.5045
H2 1.6319 0.4547 1.9583
H3 -1.2073 1.9674 -0.2311
H4 -2.3373 0.7565 -0.9036
H5 -1.9756 0.7697 0.8175

Results of the natural (NBO) charge analysis, in e, for atoms 1 through 5: atom 1 (C): -0.668, atom 2 (C): 0.404, atom 3 (C): 0.164, atom 4 (O): -0.708, atom 5 (O): -0.703

=====

Energy relative to the most stable one, in eV: model one 0.784; model two 5.413; model three 2.973; model four 0.000

=====

Model one:
Molecular formula: C2H4N6
Method: DFT, ωB97M-V/def2-TZVPD

M: 112.10 g mol⁻¹
SMILES: [H]/N=C/n1[nH]nn/c1=N\[H]
highest occupied orbital energy: -9.31 eV

CARTESIAN COORDINATES (ANGSTROEM)
C1 -1.2904 0.4527 0.0616
C2 1.2292 0.4190 0.0552
H1 -3.1380 0.1311 -0.3869
H2 -1.2967 1.5801 0.2941
H3 -0.3931 -1.9530 0.5539
H4 2.3800 1.9493 -0.1492
N1 -2.3208 -0.3517 -0.1314
N2 -0.0309 -0.0600 0.1812
N3 -0.0074 -1.3606 -0.1780
N4 1.3601 -1.7383 -0.1219
N5 2.1163 -0.7250 0.0194
N6 1.3915 1.6564 -0.1979

Results of the natural (NBO) charge analysis, in e, for atoms 1 through 5: atom 1 (C): 0.280, atom 2 (C): 0.481, atom 3 (H): 0.357, atom 4 (H): 0.202, atom 5 (H): 0.389

=====

Model two:
Molecular formula: C2H4N6
Method: DFT, ωB97M-V/def2-TZVPD

M: 112.10 g mol⁻¹
highest occupied orbital energy: -9.12 eV

CARTESIAN COORDINATES (ANGSTROEM)
C1 -0.1851 -0.3618 -0.9726
C2 1.5161 0.9053 1.9500
H1 1.5989 0.0418 -1.8857
H2 0.5727 -1.6021 -2.8054
H3 2.5528 1.0306 2.3442
H4 0.7502 1.2087 2.7615
N1 0.7840 -0.6022 -1.9773
N2 -1.5535 -0.6434 -1.0007
N3 -1.9917 -0.2236 0.2917
N4 -0.9420 0.3596 0.8447
N5 0.2236 0.2438 0.1066
N6 1.5568 0.3030 0.8379

Results of the natural (NBO) charge analysis, in e, for atoms 1 through 5: atom 1 (C): 0.489, atom 2 (C): -0.055, atom 3 (H): 0.422, atom 4 (H): 0.462, atom 5 (H): 0.197

=====

Model three:
Molecular formula: C2H4N6
Method: DFT, ωB97M-V/def2-TZVPD

M: 112.10 g mol⁻¹
highest occupied orbital energy: -9.26 eV

CARTESIAN COORDINATES (ANGSTROEM)
C1 0.1984 0.0283 -0.3341
C2 1.1389 1.0572 -0.0019
H1 -3.1354 -0.2748 -0.5725
H2 -2.1962 -1.5150 1.1805
H3 -1.1771 1.4370 0.2964
H4 0.7587 2.0517 0.0489
N1 -2.0542 -0.6639 -0.1562
N2 -1.0387 0.4171 -0.1670
N3 2.2859 0.7729 -0.0102
N4 2.6986 -0.5944 -0.1569
N5 1.9313 -1.5122 -0.1455
N6 0.5896 -1.2040 0.0185

Results of the natural (NBO) charge analysis, in e, for atoms 1 through 5: atom 1 (C): 0.317, atom 2 (C): 0.044, atom 3 (H): 0.396, atom 4 (H): 0.339, atom 5 (H): 0.392

=====

Energy relative to the most stable one, in eV: model one 0.000; model two 2.220; model three 5.610